Record 1
25
Properties=species:S:1:pos:R:3:forces:R:3:lowdin_charge:R:1 method="wB97M-V/def2-TZVPD" relative_energy_kj_mol=523.1 total_energy_ev=-15124.2109 gap_ev=9.17 e_lumo_ha=0.0193
C -1.56364 0.41412 2.30515 0.20 0.61 -0.79 -0.035
C -0.41152 0.51209 1.29610 -0.97 -1.05 -1.01 -0.229
C -0.51788 0.25991 -0.02194 1.18 0.63 -2.56 -0.065
C -1.77856 -0.04665 -0.84655 -0.01 2.32 5.36 -0.023
C 0.83487 0.38964 -1.01514 -1.77 -2.56 3.16 -0.332
C 0.68633 -0.70451 -2.07161 1.28 1.08 -0.17 -0.020
N 0.88359 1.64076 -1.73995 0.15 1.24 0.04 -0.369
O 1.91339 2.26363 -1.71219 0.91 0.88 -0.14 0.084
O -0.07910 1.99336 -2.36188 -1.29 0.06 -0.60 0.109
C 2.10371 0.17282 -0.18000 0.93 -0.35 -0.14 -0.109
C 2.04912 0.48218 1.30750 1.10 -0.01 -1.27 -0.081
C 0.89456 0.66421 1.88444 -0.75 1.11 2.83 -0.104
H -1.44861 -0.40764 2.98299 0.75 -0.27 0.75 0.075
H -2.49053 0.13119 1.84732 -0.59 0.40 -0.56 0.050
H -1.70288 1.36530 2.85689 0.15 -0.57 -0.24 0.097
H -1.70646 -0.73023 -1.56973 0.36 -2.56 -2.50 0.019
H -2.13173 0.87999 -1.22153 -0.50 0.80 -0.64 0.080
H -2.47658 -0.38995 -0.07466 -0.35 -0.07 -0.56 0.076
H 0.60430 -1.64385 -1.60374 0.85 -1.31 0.72 0.088
H 1.46083 -0.61051 -2.84980 -0.16 -0.41 0.41 0.120
H -0.25605 -0.67132 -2.50154 -1.36 0.76 -1.44 0.038
H 2.89443 0.88173 -0.65650 -0.83 -2.14 0.77 0.146
H 2.22231 -0.96821 -0.21640 0.79 1.61 -0.31 0.147
H 3.00029 0.49949 1.86567 -0.61 0.14 -0.41 0.116
H 0.81124 0.93694 2.96094 0.52 -0.34 -0.70 0.122

=====

Record 2
20
Properties=species:S:1:pos:R:3:forces:R:3:lowdin_charge:R:1 method="wB97M-V/def2-TZVPD" relative_energy_kj_mol=578.2 total_energy_ev=-14020.9011 gap_ev=9.35 e_lumo_ha=0.0160
C -0.70543 2.44526 0.76887 -2.33 -2.21 -1.71 0.006
C 0.27707 0.54738 -0.15553 -2.54 -6.83 -1.81 -0.306
C 1.66135 0.62677 -0.27385 -4.01 -2.87 0.76 -0.066
C 2.45815 -0.42881 -0.19483 6.82 -0.66 1.06 -0.113
C 2.08340 -1.77934 0.03382 1.36 2.97 -0.92 -0.061
C 0.72923 -1.84980 0.09313 -0.53 5.80 -1.17 -0.012
C -0.31684 -0.80925 -0.10467 4.36 2.35 1.10 0.027
C -1.82123 -1.10318 -0.04263 2.95 -4.29 4.05 -0.482
H -1.25296 3.29195 0.15892 -0.03 -1.47 2.54 0.119
H 0.27799 2.79924 0.80296 1.50 0.50 1.26 0.017
H -1.07854 1.59965 1.94821 0.84 3.18 -3.82 0.241
H 1.75396 1.57896 -0.25141 3.05 6.38 -0.46 0.052
H 3.75079 -0.13830 -0.13543 -4.05 -1.03 -0.47 0.183
H 2.97473 -2.45550 0.02821 -1.80 -0.12 0.33 0.122
H 0.20616 -2.61686 0.16012 -3.68 -7.88 0.97 0.020
H -3.54738 -0.81089 -0.81334 1.23 1.09 -1.04 0.169
H -2.11371 0.12186 -1.42013 1.27 4.10 -2.88 0.045
N -2.54090 -0.57066 -0.98335 -4.54 -3.89 2.47 0.213
O -0.60160 1.51135 -0.45020 -0.21 2.29 2.34 -0.170
O -2.19425 -1.95984 0.83112 0.33 2.61 -2.62 -0.005